Entry 1:
Molecular formula: C23H32N3O3S
Method: DFT, ωB97M-V/def2-TZVPD

XYZ file:
```
62
Properties=species:S:1:pos:R:3:mulliken_charge:R:1
C -6.75752 -2.44013 -0.40859 -1.840
C -5.36160 -1.91930 -0.45784 0.699
C -4.29173 -2.79794 -0.23813 -0.692
C -2.98026 -2.37824 -0.21655 -0.676
C -2.66223 -1.03578 -0.45386 -0.081
N -1.37133 -0.56156 -0.34018 -0.048
C -1.03809 0.67766 0.11968 0.042
O -1.84927 1.52435 0.43815 -0.664
C 0.46842 0.86916 0.19170 -0.501
N 1.15983 -0.39821 0.02266 0.278
C 1.69143 -0.94818 1.26486 -1.136
C 2.95810 -0.23944 1.75231 -0.856
C 4.03275 -0.26268 0.66328 0.603
C 5.29531 0.48533 1.11622 -1.320
C 6.39145 0.37631 0.09369 0.325
C 7.11752 -0.80213 -0.02926 -0.195
C 8.10569 -0.92588 -0.98889 -0.679
C 8.38166 0.12989 -1.84137 -0.405
C 7.66683 1.30917 -1.72529 -0.632
C 6.67782 1.42955 -0.76452 -0.223
C 3.45366 0.34238 -0.61660 -0.439
C 2.18131 -0.40418 -1.01797 -1.618
C -3.69823 -0.16396 -0.77274 -0.163
C -5.00923 -0.60595 -0.73256 -0.008
S -6.14792 0.72492 -1.04425 1.335
O -5.70410 1.60932 -2.05744 -0.609
O -7.52939 0.42417 -0.90055 -0.653
N -5.92065 1.81780 0.54544 -0.271
C -4.83199 2.79405 0.46032 -0.765
C -5.88027 0.97747 1.73808 -0.779
H -7.49550 -1.66263 -0.56541 0.415
H -6.94115 -2.92294 0.55038 0.395
H -6.88854 -3.20050 -1.17757 0.426
H -4.51886 -3.83735 -0.05729 0.483
H -2.18951 -3.08353 -0.01221 0.485
H -0.55253 -1.17445 -0.40860 0.319
H 0.72790 1.56824 -0.60949 0.465
H 0.69855 1.37420 1.13626 0.292
H 0.90770 -0.90190 2.02592 0.438
H 1.92163 -2.00152 1.07699 0.475
H 3.32036 -0.73530 2.65370 0.431
H 2.73009 0.79708 2.01279 0.200
H 4.30311 -1.30519 0.45973 0.189
H 5.63396 0.05720 2.06252 0.455
H 5.04980 1.53550 1.28805 0.460
H 6.91155 -1.62665 0.63900 0.396
H 8.66453 -1.84647 -1.07002 0.382
H 9.15412 0.03519 -2.58949 0.383
H 7.88044 2.13864 -2.38318 0.387
H 6.12654 2.35537 -0.67639 0.350
H 4.18313 0.27837 -1.42429 0.422
H 3.22649 1.39834 -0.45015 0.272
H 1.75103 0.02139 -1.92762 0.513
H 2.42736 -1.45134 -1.21942 0.424
H -3.48801 0.84940 -1.06243 0.926
H -6.81691 2.31127 0.50960 0.428
H -4.96440 3.57892 1.20461 0.376
H -4.83892 3.24102 -0.53240 0.344
H -3.86759 2.31301 0.62923 0.425
H -4.92180 0.46213 1.78349 0.316
H -6.68754 0.24787 1.69296 0.337
H -5.99498 1.57865 2.64087 0.365
```

## Properties
Max |F| (eV Å⁻¹): 0.92
HOMO level (eV): -10.63
2S+1: 1
Total charge: +1
Total energy (Ha): -1683.57334
LUMO energy (eV): -3.4
Gap between HOMO and LUMO (eV): 7.23
SMILES: Cc1ccc(NC(=O)CN2CCC(Cc3ccccc3)CC2)cc1S(=O)(=O)[NH+](C)C


Entry 2:
Molecular formula: C23H32N3O5
Method: DFT, ωB97M-V/def2-TZVPD

XYZ file:
```
63
Properties=species:S:1:pos:R:3:mulliken_charge:R:1
C 4.71575 -1.69119 2.88492 -0.262
O 5.89987 -1.03303 2.30041 -0.380
C 5.75072 -0.92362 0.84081 -0.487
C 5.26146 0.64234 0.52267 -0.493
C 3.74642 0.71793 -0.12981 -0.057
C 2.98346 2.03252 0.50184 -0.773
C 2.71770 1.84623 2.12684 -0.031
C 1.10882 2.03152 2.47033 -0.435
C 0.74603 1.10661 3.79286 -0.684
N -0.34323 0.08397 3.55840 -0.062
C -0.42732 -0.80501 2.51578 0.158
N -1.70387 -1.50576 2.00413 -0.480
C -1.73413 -0.95695 0.56255 -0.162
C -0.11533 -1.19133 0.21317 -0.284
N 0.60588 -1.37221 1.56507 -0.158
H 3.74569 -1.27033 2.36048 -0.055
H 4.72922 -2.87443 2.75812 0.268
H 4.72125 -1.47524 4.04853 0.249
H 4.93521 -1.67819 0.45539 0.291
H 6.76607 -1.07386 0.24396 0.272
H 5.39025 1.30068 1.49833 0.228
H 5.98566 1.12961 -0.28509 0.386
H 3.16091 -0.26697 0.20457 -0.175
H 3.87945 0.77198 -1.31072 0.350
H 3.63423 2.99555 0.25207 0.299
H 1.90795 2.23139 0.03008 0.312
H 3.29448 2.70587 2.68952 0.386
H 3.13566 0.81763 2.53468 -0.179
H 0.39826 1.81710 1.56475 0.222
H 0.97471 3.19098 2.72108 0.383
H 1.72301 0.65706 4.28592 0.318
H 0.31863 1.87267 4.60277 0.362
H -1.11262 0.02724 4.28920 0.342
H -1.41457 -2.52962 2.00403 0.336
H -2.50501 -1.41651 -0.18829 0.224
H -1.85658 0.21294 0.75573 0.093
H -0.17926 -2.11336 -0.50455 0.314
H 0.36185 -0.32444 -0.41303 0.246
H 1.57962 -1.00091 1.61516 0.090
C -2.46258 -1.94707 -3.39162 0.167
C -3.21661 -2.67129 -4.22425 -0.424
C -2.61443 -3.43588 -5.33420 0.285
O -3.30401 -4.09741 -6.09799 -0.533
C -1.14743 -3.37051 -5.48730 -0.405
C -0.39340 -2.64629 -4.65467 -0.397
C -0.99558 -1.88169 -3.54472 0.411
O -0.30600 -1.22016 -2.78093 -0.518
H -2.88835 -1.37988 -2.57292 0.145
H -4.29386 -2.73000 -4.12473 0.445
H -0.72166 -3.93769 -6.30600 0.418
H 0.68384 -2.58757 -4.75418 0.437
C -6.08282 1.76386 0.05785 -0.431
C -5.29013 1.02030 -0.72003 -0.160
C -4.24305 1.63669 -1.55843 0.365
O -3.51839 0.95708 -2.27222 -0.510
C -4.10490 3.10557 -1.50271 -0.401
C -4.89758 3.84913 -0.72483 -0.366
C -5.94466 3.23274 0.11357 0.302
O -6.66932 3.91235 0.82736 -0.534
H -6.85615 1.32774 0.67834 0.421
H -5.37845 -0.05830 -0.77138 0.441
H -3.33157 3.54168 -2.12320 0.453
H -4.80927 4.92773 -0.67348 0.419
```

## Properties
Max |F| (eV Å⁻¹): 4.79
HOMO level (eV): -11.98
2S+1: 1
Total charge: +1
Total energy (Ha): -1435.51258
LUMO energy (eV): -4.0
Gap between HOMO and LUMO (eV): 7.98


Entry 3:
Molecular formula: C23H32N4O2
Method: DFT, ωB97M-V/def2-TZVPD

XYZ file:
```
61
Properties=species:S:1:pos:R:3:mulliken_charge:R:1
C 7.55618 -2.53593 -0.32532 -1.426
C 7.56086 -1.16801 -1.00487 0.448
C 8.97715 -0.60583 -1.10833 -1.457
N 6.73522 -0.25405 -0.24817 0.887
C 5.62668 0.38950 -0.65808 -0.023
C 5.17692 1.14605 0.40594 0.150
C 3.97437 2.02723 0.45234 -1.040
N 2.78051 1.29784 0.05218 0.203
C 1.64390 2.17230 -0.15267 -0.848
C 0.48191 1.38649 -0.75115 -0.673
C 0.08662 0.24412 0.18682 -0.041
O -0.89837 -0.59751 -0.38998 -0.436
C -2.19526 -0.19977 -0.44774 0.873
C -3.05340 -1.06628 -1.13113 -0.607
C -4.39810 -0.78848 -1.23675 -0.289
C -4.92618 0.36481 -0.66405 0.013
C -6.37294 0.71573 -0.81438 0.088
O -6.74850 1.68899 -1.44397 -0.682
N -7.23616 -0.13003 -0.21230 0.167
C -6.88120 -1.16948 0.73814 -0.604
C -8.22539 -1.65780 1.28383 -0.596
C -9.13265 -0.43843 1.12767 -0.594
C -8.66367 0.13987 -0.20210 -0.629
C -4.07242 1.23529 -0.00449 -1.053
C -2.72119 0.95935 0.11431 -0.164
C 1.32070 -0.61682 0.44673 -0.817
C 2.44937 0.24740 0.99570 -0.715
C 6.10485 0.87888 1.42435 -0.690
N 7.03489 0.03886 1.01252 -0.982
H 6.54489 -2.93348 -0.27711 0.346
H 8.18102 -3.23284 -0.87675 0.432
H 7.93921 -2.43507 0.68656 0.358
H 7.11646 -1.24639 -2.00367 0.117
H 8.96792 0.35853 -1.61120 0.353
H 9.61298 -1.28671 -1.66720 0.436
H 9.38459 -0.47329 -0.10976 0.362
H 5.22702 0.27241 -1.64444 0.466
H 3.87494 2.45527 1.46684 0.336
H 4.10363 2.85646 -0.25168 0.398
H 1.31990 2.64665 0.79449 0.353
H 1.93859 2.96651 -0.84333 0.451
H -0.36438 2.05034 -0.93410 0.509
H 0.79134 0.95427 -1.70374 0.267
H -0.27605 0.64769 1.14420 0.228
H -2.63096 -1.95404 -1.57504 0.434
H -5.04178 -1.45888 -1.78768 0.514
H -6.31916 -1.97357 0.25745 0.292
H -6.25609 -0.75067 1.53604 0.325
H -8.14800 -2.00088 2.31339 0.354
H -8.60110 -2.47798 0.67119 0.302
H -10.18916 -0.69638 1.12092 0.356
H -8.94861 0.27340 1.93322 0.288
H -8.83064 1.21304 -0.30849 0.339
H -9.14322 -0.37086 -1.04549 0.248
H -4.47029 2.14456 0.42156 0.408
H -2.09398 1.65997 0.64255 0.398
H 1.07762 -1.41331 1.15082 0.404
H 1.63105 -1.06943 -0.49499 0.270
H 2.14911 0.66885 1.97498 0.307
H 3.33976 -0.36534 1.15168 0.419
H 6.12868 1.26689 2.42372 0.467
```

## Properties
Max |F| (eV Å⁻¹): 0.85
HOMO level (eV): -8.44
2S+1: 1
Total charge: 0
Total energy (Ha): -1265.13594
LUMO energy (eV): 0.8
Gap between HOMO and LUMO (eV): 9.22
SMILES: CC(C)n1cc(CN2CCC(Oc3ccc(C(=O)N4CCCC4)cc3)CC2)cn1


Entry 4:
Molecular formula: C23H32N4O2
Method: DFT, ωB97M-V/def2-TZVPD

XYZ file:
```
61
Properties=species:S:1:pos:R:3:mulliken_charge:R:1
C -2.68376 1.37141 -2.32279 -0.762
C -2.60463 2.75887 -1.69081 -0.658
O -1.29988 3.09341 -1.26827 -0.403
C -0.34759 3.43890 -2.19142 0.976
C -0.59727 3.64046 -3.54407 -0.744
C 0.43112 3.99395 -4.40114 -0.691
C 1.71905 4.14699 -3.92507 -0.755
C 1.96921 3.95542 -2.57763 -0.235
C 0.95540 3.60991 -1.70013 0.019
C 1.27289 3.40005 -0.24383 -0.884
N 2.07285 2.19393 -0.06237 0.092
C 2.57246 2.01915 1.28492 -1.120
C 1.49956 1.60005 2.30216 -1.273
C 0.71074 0.37284 1.83492 -0.808
N 1.48993 -0.83883 1.98054 1.048
N 2.81858 -0.82834 2.11901 -1.133
C 3.19424 -2.08850 2.18957 -0.545
C 2.09982 -2.95559 2.09756 -0.759
C 1.01587 -2.11235 1.96241 0.430
N -0.34004 -2.38338 1.83797 0.022
C -0.89081 -3.62136 1.64964 0.150
O -0.24322 -4.63782 1.58762 -0.652
C -2.40871 -3.54773 1.49931 0.185
C -2.77655 -2.95474 0.11933 -0.352
C -3.16271 -4.16660 -0.72453 -0.800
C -3.90153 -5.05171 0.27246 -0.614
C -3.04143 -4.94925 1.53234 -0.965
C 0.25279 0.55012 0.37826 1.021
C 1.43039 0.97740 -0.50849 -1.617
H -2.06377 1.31635 -3.21408 0.338
H -3.71253 1.15000 -2.59334 0.418
H -2.33435 0.62097 -1.61783 0.036
H -3.19947 2.78218 -0.77228 0.403
H -3.00300 3.52089 -2.37131 0.443
H -1.59101 3.52734 -3.94839 0.363
H 0.21481 4.14510 -5.44850 0.391
H 2.52066 4.41508 -4.59597 0.389
H 2.96892 4.06586 -2.18646 0.450
H 0.33643 3.39592 0.33093 0.365
H 1.88411 4.23687 0.10864 0.662
H 3.03606 2.95250 1.61206 0.443
H 3.33799 1.24063 1.25413 0.543
H 0.79369 2.41916 2.45391 0.413
H 1.98084 1.37718 3.25415 0.576
H -0.17312 0.26720 2.48635 0.514
H 4.23075 -2.33437 2.30522 0.458
H 2.08443 -4.02333 2.12078 0.510
H -0.96277 -1.58984 1.87747 0.215
H -2.79577 -2.91531 2.30347 0.471
H -1.95456 -2.39186 -0.32506 0.100
H -3.63416 -2.28640 0.21959 0.338
H -3.76936 -3.89572 -1.58765 0.391
H -2.26317 -4.67548 -1.07241 0.311
H -4.00583 -6.07845 -0.07280 0.363
H -4.89875 -4.64738 0.45821 0.285
H -3.61725 -5.11523 2.44129 0.361
H -2.23691 -5.68600 1.49700 0.290
H -0.16279 -0.38444 -0.00523 -0.135
H -0.52533 1.31362 0.33788 0.069
H 1.08831 1.11652 -1.53627 0.458
H 2.19009 0.19003 -0.50252 0.594
```

## Properties
Max |F| (eV Å⁻¹): 0.83
HOMO level (eV): -8.16
2S+1: 1
Total charge: 0
Total energy (Ha): -1265.13187
LUMO energy (eV): 0.4
Gap between HOMO and LUMO (eV): 8.57
SMILES: CCOc1ccccc1CN1CCC(n2nccc2NC(=O)C2CCCC2)CC1